{
  "formula": "C40H37FN3OPS5Sc",
  "method": "the ωB97M-V functional and the def2-TZVPD basis",
  "species": ["Sc", "C", "C", "C", "C", "C", "C", "C", "C", "S", "C", "N", "C", "C", "C", "C", "C", "C", "C", "C", "H", "H", "H", "H", "H", "H", "H", "H", "H", "H", "H", "H", "H", "H", "H", "H", "S", "S", "S", "S", "N", "P", "C", "C", "C", "C", "C", "C", "C", "C", "C", "C", "C", "C", "C", "C", "C", "C", "C", "N", "H", "H", "H", "H", "H", "H", "H", "H", "H", "H", "H", "H", "H", "H", "H", "O", "H", "H", "F", "C", "C", "C", "C", "C", "C", "H", "H", "H", "H"],
  "xyz": [[0.22, -0.35, 0.53], [-2.12, 3.11, -5.40], [-1.02, 3.31, -4.35], [-1.68, 3.75, -3.04], [-0.09, 4.44, -4.81], [-0.20, 2.03, -4.20], [0.38, 1.45, -5.35], [1.20, 0.35, -5.27], [1.43, -0.22, -4.02], [2.40, -1.59, -3.60], [1.91, -1.40, -1.94], [1.10, -0.41, -1.71], [0.83, 0.30, -2.88], [0.03, 1.44, -2.97], [2.31, -2.33, -0.89], [3.34, -3.25, -1.10], [3.66, -4.15, -0.10], [2.94, -4.12, 1.09], [1.93, -3.19, 1.28], [1.56, -2.25, 0.31], [-2.77, 3.99, -5.44], [-2.75, 2.24, -5.15], [-1.72, 2.95, -6.40], [-2.22, 4.68, -3.20], [-0.94, 3.91, -2.25], [-2.41, 3.02, -2.68], [-0.66, 5.35, -5.00], [0.45, 4.17, -5.72], [0.65, 4.66, -4.04], [0.20, 1.90, -6.32], [1.66, -0.06, -6.16], [-0.37, 1.86, -2.06], [3.90, -3.25, -2.03], [4.47, -4.85, -0.24], [3.18, -4.82, 1.88], [1.41, -3.17, 2.24], [-1.30, 2.14, 4.61], [-2.24, 0.38, 4.29], [-0.81, -1.16, 4.18], [0.70, -0.53, 2.93], [-2.77, 0.20, -1.49], [-2.57, 0.36, 0.23], [-3.57, 1.81, 0.60], [-4.69, 2.20, -0.14], [-5.44, 3.29, 0.26], [-5.07, 4.01, 1.39], [-3.95, 3.64, 2.12], [-3.19, 2.55, 1.72], [-3.63, -1.05, 0.75], [-3.17, -1.90, 1.73], [-3.95, -2.98, 2.14], [-5.18, -3.22, 1.55], [-5.64, -2.37, 0.55], [-4.87, -1.28, 0.16], [-2.15, -0.90, -2.05], [-2.23, -1.17, -3.43], [-1.65, -2.32, -3.90], [-1.03, -3.19, -3.01], [-0.97, -2.84, -1.68], [-1.48, -1.69, -1.21], [-2.80, 1.03, -2.06], [-4.98, 1.64, -1.03], [-6.31, 3.59, -0.31], [-5.66, 4.86, 1.71], [-3.64, 4.19, 3.00], [-2.29, 2.30, 2.29], [-2.22, -1.73, 2.22], [-3.58, -3.62, 2.93], [-5.78, -4.06, 1.87], [-6.60, -2.55, 0.08], [-5.24, -0.62, -0.62], [-2.74, -0.47, -4.08], [-1.69, -2.55, -4.96], [-0.58, -4.12, -3.34], [-0.47, -3.46, -0.95], [3.66, 1.23, -1.33], [3.90, 0.55, -0.69], [3.00, 1.76, -0.85], [1.78, 5.82, 1.27], [1.47, 4.52, 1.06], [0.31, 4.21, 0.38], [0.02, 2.86, 0.17], [0.83, 1.81, 0.61], [1.97, 2.21, 1.32], [2.31, 3.54, 1.54], [-0.35, 5.00, 0.05], [-0.93, 2.66, -0.32], [2.62, 1.46, 1.76], [3.19, 3.82, 2.11]],
  "mulliken_charge": [-1.70, -1.76, 1.84, -1.90, -1.87, 0.36, 0.16, -1.29, 1.26, -0.58, 0.79, 1.63, -2.17, 0.19, 0.88, -1.04, -0.74, -0.79, 0.31, 0.29, 0.46, 0.27, 0.36, 0.54, 0.25, 0.42, 0.45, 0.37, 0.39, 0.44, 0.43, -0.30, 0.42, 0.39, 0.42, 0.38, -0.53, -0.04, -0.24, -0.37, 0.34, 0.75, 0.71, -0.50, -0.84, -0.53, -0.82, -0.26, 0.94, -0.04, -0.81, -0.56, -0.74, -0.25, 0.16, -0.99, -0.41, -0.97, -0.71, 0.44, 0.02, 0.31, 0.40, 0.38, 0.52, 0.00, 0.04, 0.49, 0.37, 0.41, 0.24, 0.44, 0.43, 0.46, 0.56, -0.70, 0.32, 0.34, -0.39, 0.03, -1.03, 0.15, 1.29, -0.16, -0.76, 0.59, 0.11, 0.42, 0.44],
  "total_energy_ha": -4979.047322,
  "total_charge": -1,
  "e_homo_ha": -0.108,
  "lumo_energy_ev": 1.81,
  "homo_lumo_gap_ha": 0.174
}